# ClH2OPS

2 unconnected molecules or ions with the total composition ClH2OPS at a distorted geometry (the ωB97M-V functional and the def2-TZVPD basis, the Open Molecules 2025 dataset).

The geometry in XYZ format:
```
6
Properties=species:S:1:pos:R:3:mulliken_spin:R:1
Cl -1.9995 -0.1260 1.3022 0.007
S 0.7633 -0.4166 -1.5637 0.352
P 1.7275 -0.2003 0.3431 1.037
O 1.8676 1.2777 0.4028 0.602
H -0.0251 -1.4606 -1.1474 0.003
H -2.3337 0.9258 0.6629 -0.001
```

## Properties
**Spin multiplicity**: 3
**Energy relative to the best compared isomer or geometry (same formula, charge and spin)**: 0.000 eV
**<S²>**: 2.013